Entry 1:
Computed, not measured: C28H43B2F4N2O7P2Pd as an isolated structure, with ωB97M-V with the def2-TZVPD basis set.

Each line ends with the Mulliken charge.
Element x y z (Å)
Pd (-0.0246, -0.0838, 0.4296)  -0.540
C (-2.0521, 3.5254, 3.7347)  -1.863
C (-1.9150, 2.4925, 2.6316)  1.289
O (-3.1816, 2.3134, 1.9807)  -0.661
P (-1.4046, 0.8678, 3.3179)  0.569
O (-2.5584, 0.4342, 4.3381)  -0.627
O (-0.2142, 1.1636, 4.3325)  -0.593
O (-1.1357, -0.1823, 2.3136)  -0.747
P (-0.7137, 2.9596, 1.3068)  1.049
O (0.7002, 2.6069, 2.0516)  -0.212
O (-0.7247, 4.4037, 0.9881)  -0.849
O (-1.0127, 1.9131, 0.2496)  -0.920
H (-2.9710, 3.3516, 4.3012)  0.424
H (-2.1021, 4.5193, 3.2892)  0.379
H (-1.1929, 3.4857, 4.4045)  0.333
H (-3.0048, 1.8490, 1.1473)  0.390
H (-2.6781, 1.0764, 5.0482)  0.337
H (0.6569, 1.2058, 3.8981)  -0.131
H (1.2222, 3.4195, 2.0547)  0.197
C (2.7177, 3.0461, 4.5590)  -1.688
C (3.4561, 1.8843, 3.8762)  1.118
C (4.9360, 1.9392, 4.2737)  -1.651
C (2.8539, 0.5339, 4.2257)  0.187
C (2.5816, 0.2573, 5.5617)  0.120
C (2.0359, -0.9542, 5.9470)  -1.837
C (1.7837, -1.9208, 4.9906)  -0.100
C (2.0523, -1.7007, 3.6421)  0.457
C (1.8378, -2.8556, 2.6735)  2.173
C (0.3571, -3.2240, 2.5455)  -1.424
C (2.6532, -4.0816, 3.0991)  -1.903
C (2.5679, -0.4469, 3.2564)  -0.298
N (2.8697, -0.2131, 1.8823)  0.714
B (2.0402, -0.2967, 0.6950)  2.632
N (2.9903, -0.2751, -0.3903)  0.705
C (4.2752, -0.1474, 0.1389)  -1.415
C (4.2097, -0.1002, 1.4777)  -0.495
C (2.8432, -0.6275, -1.7751)  0.332
C (2.3963, 0.2970, -2.7208)  0.264
C (2.3223, -0.1215, -4.0508)  -0.630
C (2.6724, -1.3979, -4.4393)  -1.584
C (3.1099, -2.3018, -3.4844)  -0.368
C (3.1968, -1.9379, -2.1493)  0.244
C (3.6561, -2.9812, -1.1399)  1.844
C (2.7779, -4.2374, -1.1922)  -1.544
C (5.1284, -3.3427, -1.3553)  -1.719
C (1.9386, 1.7339, -2.4696)  0.409
C (2.4821, 2.4448, -1.2268)  -1.223
C (0.4060, 1.7768, -2.4814)  -0.955
H (2.9340, 3.9879, 4.0466)  0.438
H (3.0357, 3.1581, 5.5987)  0.505
H (1.6366, 2.8976, 4.5632)  0.220
H (3.3902, 2.0156, 2.7964)  0.174
H (5.0388, 1.8325, 5.3572)  0.341
H (5.3782, 2.8945, 3.9794)  0.458
H (5.5132, 1.1405, 3.8086)  0.328
H (2.7905, 1.0129, 6.3115)  0.317
H (1.8145, -1.1459, 6.9901)  0.372
H (1.3722, -2.8766, 5.2944)  0.380
H (2.1932, -2.5544, 1.6885)  -1.175
H (-0.0814, -3.4363, 3.5252)  0.371
H (0.2420, -4.1047, 1.9088)  0.429
H (-0.2179, -2.4286, 2.0866)  0.036
H (2.2583, -4.5275, 4.0162)  0.374
H (3.7009, -3.8201, 3.2713)  0.396
H (2.6131, -4.8404, 2.3131)  0.455
H (5.1422, -0.0890, -0.5004)  0.574
H (5.0162, -0.0529, 2.1895)  0.264
H (1.9719, 0.5886, -4.7937)  0.403
H (2.5965, -1.6940, -5.4790)  0.330
H (3.3737, -3.3116, -3.7802)  0.338
H (3.5637, -2.5649, -0.1380)  -0.650
H (2.9281, -4.7891, -2.1248)  0.420
H (1.7245, -3.9693, -1.1188)  0.147
H (3.0312, -4.9054, -0.3633)  0.399
H (5.2819, -3.7643, -2.3529)  0.328
H (5.4514, -4.0827, -0.6173)  0.434
H (5.7701, -2.4637, -1.2592)  0.334
H (2.2849, 2.2983, -3.3395)  0.621
H (1.9630, 2.1235, -0.3242)  -0.242
H (2.3165, 3.5202, -1.3313)  0.479
H (3.5524, 2.2733, -1.0911)  0.364
H (-0.0032, 1.1872, -1.6646)  -0.146
H (0.0038, 1.3545, -3.4036)  0.463
H (0.0419, 2.7994, -2.3585)  0.413
F (-1.5971, -1.0936, -1.1210)  -0.458
B (-0.8723, -2.2672, -1.5077)  0.426
F (-0.2933, -2.0827, -2.7608)  -0.412
F (-1.6895, -3.3862, -1.4627)  -0.331
F (0.1677, -2.3798, -0.5027)  -0.104

Atoms 1-2, force components in eV/Å:
0.1 -0.1 -0.4
-0.1 0.1 -0.1

Results
charge	-1
max |F|	0.72	eV/A
multiplicity	3
ΔE to the lowest compared entry with this formula, charge and spin	0.530	eV
E_LUMO (alpha / beta)	2.316 / 1.978	eV
calculated total energy	-81343.3020	eV
molar mass	785.643	g/mol


Entry 2:
Computed, not measured: a 4-piece molecular cluster, C2H12O3S2 overall, with ωB97M-V with the def2-TZVPD basis set.

Each line ends with the Mulliken charge.
Element x y z (Å)
C (-0.2867, 2.4784, 3.0906)  -0.841
S (-0.8092, 1.1217, 2.0391)  0.261
S (0.3744, -0.3783, 2.6171)  0.225
C (0.3502, -1.3667, 1.1266)  -0.834
H (0.7970, 2.5838, 3.1124)  0.357
H (-0.6101, 2.2545, 4.1166)  0.359
H (-0.7164, 3.3924, 2.6968)  0.346
H (0.0977, -0.7676, 0.2502)  0.328
H (-0.3304, -2.2280, 1.1916)  0.364
H (1.3342, -1.7856, 1.0174)  0.416
H (0.5060, 2.3423, -3.6436)  0.296
H (0.1268, 1.3630, -4.7651)  0.352
O (0.8723, 1.6617, -4.2143)  -0.646
H (1.0371, -0.4459, -5.1792)  0.342
H (0.8685, -0.7084, -6.6799)  0.325
O (0.4529, -0.8566, -5.8256)  -0.669
H (-0.3709, -2.7814, -2.3153)  0.312
H (-0.6831, -3.6581, -1.1529)  0.313
O (-0.3672, -2.7650, -1.3483)  -0.608

Atoms 1-2, force components in eV/Å:
0.3 -0.4 1.0
0.3 -0.1 -0.3

Results
charge	+1
max |F|	1.11	eV/A
multiplicity	2
ΔE to the lowest compared entry with this formula, charge and spin	0.240	eV
E_LUMO (alpha / beta)	-4.101 / -7.449	eV
calculated total energy	-30073.7963	eV
molar mass	148.249	g/mol


Entry 3:
Computed, not measured: a 3-piece molecular cluster, CH8N4O2 overall, with ωB97M-V with the def2-TZVPD basis set.

Each line ends with the Mulliken charge.
Element x y z (Å)
C (1.1182, 0.5844, 1.8518)  -0.352
O (1.8140, -0.2791, 1.1835)  -0.411
O (0.7175, 1.6925, 1.2347)  -0.321
H (-0.1994, 1.7093, 1.7743)  0.416
H (1.4346, -0.3241, 0.2306)  0.507
H (1.3245, 0.5972, 2.9185)  0.264
H (-0.5374, 0.2892, 2.1746)  -0.090
N (-0.9595, -0.5048, -0.5860)  0.051
N (-2.0288, -0.5207, -1.4864)  -0.645
N (0.3010, -0.4779, -0.9798)  0.408
N (0.5239, -0.6430, -2.2063)  -0.921
H (-1.1399, -0.1507, 0.3633)  0.295
H (-1.8047, 0.1069, -2.2594)  0.288
H (-2.1011, -1.4529, -1.8876)  0.268
H (1.5373, -0.6263, -2.3257)  0.244

Atoms 1-2, force components in eV/Å:
-2.2 -1.5 1.5
0.0 -0.1 -0.8

Results
max |F|	3.10	eV/A
ΔE to the lowest compared entry with this formula, charge and spin	4.133	eV
E_LUMO	0.659	eV
calculated total energy	-11216.7172	eV
molar mass	108.101	g/mol


Entry 4:
Computed, not measured: an isolated ion of composition C3H11N4 and charge +1, with ωB97M-V with the def2-TZVPD basis set.

Each line ends with the Mulliken charge.
Element x y z (Å)
C (1.8339, 0.8705, -0.7703)  -0.795
N (0.4492, 0.5622, -0.5182)  -0.254
C (-0.4136, 1.5108, -1.2010)  -0.952
N (0.1471, 0.2759, 0.8049)  0.398
N (-1.0174, -0.4570, 0.7651)  -0.729
C (-0.9133, -1.6724, 1.1398)  0.015
N (-1.8539, -2.5742, 1.1068)  -0.376
H (2.4203, 0.2076, -0.0958)  0.276
H (2.1068, 0.7602, -1.8252)  0.305
H (2.1006, 1.9649, -0.5194)  0.343
H (-1.3798, 1.2475, -1.5492)  0.266
H (-0.4044, 2.4815, -0.7058)  0.410
H (0.1712, 1.6315, -2.0183)  0.409
H (-0.1759, 1.2311, 1.3771)  0.429
H (0.9795, -0.2567, 1.1150)  0.356
H (-0.0127, -2.0056, 1.5399)  0.323
H (-1.5356, -3.4849, 0.9369)  0.287
H (-2.5020, -2.2929, 0.4179)  0.289

Atoms 1-2, force components in eV/Å:
1.3 1.4 1.6
-0.1 -0.1 -2.1

Results
charge	+1
max |F|	3.39	eV/A
SMILES	CN(C)[NH2+]/N=C/N
ΔE to the lowest compared entry with this formula, charge and spin	4.304	eV
E_LUMO	-3.190	eV
calculated total energy	-9239.9386	eV
molar mass	103.149	g/mol


Entry 5:
Computed, not measured: C6H12 as an isolated structure, with ωB97M-V with the def2-TZVPD basis set.

Each line ends with the Mulliken charge.
Element x y z (Å)
C (1.5165, 0.4822, 0.1557)  -0.289
C (-1.7091, 0.4848, -0.5841)  -0.064
C (0.8113, -0.7082, -0.1244)  -0.439
C (-0.7307, -0.3053, -1.2406)  -0.887
C (2.8000, 0.5274, 0.8950)  -1.140
C (-2.7214, -0.1295, 0.3084)  -1.100
H (1.0121, 1.4150, -0.0587)  0.396
H (-1.9420, 1.4727, -0.9610)  0.418
H (0.3784, -1.2434, 0.7315)  0.267
H (1.3898, -1.4905, -0.6335)  0.358
H (-0.3311, 0.1537, -2.1402)  0.356
H (-1.0337, -1.3266, -1.4767)  0.357
H (3.6147, 1.1582, 0.5346)  0.313
H (-3.5506, -0.6001, -0.2370)  0.285
H (3.2391, -0.4681, 1.0491)  0.305
H (2.7393, 0.9049, 1.9272)  0.275
H (-2.2692, -0.9341, 0.9102)  0.265
H (-3.2136, 0.6069, 0.9445)  0.324

Atoms 1-2, force components in eV/Å:
0.8 1.9 0.3
-0.8 0.2 0.0

Results
max |F|	3.59	eV/A
ΔE to the lowest compared entry with this formula, charge and spin	4.814	eV
E_LUMO (alpha / beta)	0.373 / 0.903	eV
calculated total energy	-6412.1263	eV
molar mass	84.162	g/mol


Entry 6:
Computed, not measured: one molecule with the formula C18H26N2O3S, with ωB97M-V with the def2-TZVPD basis set.

Each line ends with the Mulliken charge.
Element x y z (Å)
C (-6.8511, -2.0446, 0.5214)  -1.445
C (-5.6958, -1.1171, 0.3073)  0.966
C (-5.3132, -0.2291, 1.3083)  -0.736
C (-4.2594, 0.6457, 1.1106)  -0.247
C (-3.5863, 0.6298, -0.0953)  -0.145
S (-2.2070, 1.7257, -0.3764)  1.503
O (-2.0561, 2.5947, 0.7602)  -0.698
O (-2.3208, 2.3297, -1.6715)  -0.779
N (-0.9612, 0.5931, -0.4802)  0.080
C (0.1589, 0.9831, -1.3071)  -1.046
C (1.1128, 1.9244, -0.5568)  -0.571
N (1.5430, 1.2985, 0.6713)  0.138
C (2.7950, 0.9927, 1.0985)  0.738
O (2.9564, 0.4324, 2.1710)  -0.719
C (3.9914, 1.3931, 0.2568)  -1.290
C (4.6496, 0.2218, -0.5012)  0.361
C (3.7212, -0.4385, -1.5335)  -0.899
C (3.1867, -1.6809, -0.8292)  -0.138
C (4.4234, -2.1955, -0.1004)  -0.832
C (5.0765, -0.9213, 0.4449)  -0.798
C (0.4160, 0.9769, 1.5295)  -0.892
C (-0.5526, 0.0462, 0.7970)  -0.907
C (-3.9485, -0.2405, -1.1046)  -0.465
C (-5.0034, -1.1114, -0.9003)  -0.817
H (-6.7941, -2.9002, -0.1462)  0.365
H (-7.7859, -1.5207, 0.3219)  0.294
H (-6.8797, -2.3969, 1.5497)  0.376
H (-5.8458, -0.2242, 2.2478)  0.393
H (-3.9508, 1.3462, 1.8708)  0.519
H (-0.2531, 1.4842, -2.1834)  0.489
H (0.6811, 0.0712, -1.6139)  0.337
H (1.9559, 2.1785, -1.1958)  0.454
H (0.5634, 2.8428, -0.3113)  0.328
H (3.7532, 2.1928, -0.4425)  0.429
H (4.7295, 1.7772, 0.9655)  0.460
H (5.5230, 0.6421, -1.0096)  0.522
H (4.3063, -0.7458, -2.4030)  0.438
H (2.9366, 0.2303, -1.8806)  0.187
H (2.4217, -1.4044, -0.1022)  -0.187
H (2.7659, -2.4105, -1.5213)  0.521
H (4.1801, -2.9017, 0.6915)  0.382
H (5.0872, -2.6913, -0.8118)  0.325
H (6.1603, -1.0162, 0.4980)  0.340
H (4.7045, -0.7212, 1.4482)  0.235
H (0.8060, 0.5004, 2.4302)  0.445
H (-0.1108, 1.9000, 1.7920)  0.377
H (-1.4523, -0.1076, 1.3944)  0.389
H (-0.0793, -0.9236, 0.6096)  0.438
H (-3.4029, -0.2160, -2.0339)  0.431
H (-5.2954, -1.7943, -1.6844)  0.353

Atoms 1-2, force components in eV/Å:
0.0 0.0 0.0
0.1 0.1 0.1

Results
max |F|	1.11	eV/A
SMILES	Cc1ccc(S(=O)(=O)N2CCN(C(=O)CC3CCCC3)CC2)cc1
ΔE to the lowest compared entry with this formula, charge and spin	0.683	eV
E_LUMO	0.621	eV
calculated total energy	-39046.2924	eV
molar mass	350.484	g/mol